Here is a structure of composition C18H15IN11O3Ru in a non-equilibrium geometry from the Open Molecules 2025 dataset. Energies are from ωB97M-V/def2-TZVPD.

Structure (XYZ):
```
49
Properties=species:S:1:pos:R:3
Ru -0.715 -0.066 0.477
C -1.659 -1.671 4.284
O -0.519 -2.406 4.680
C 0.574 -2.456 3.830
C 1.428 -3.532 4.031
C 2.581 -3.681 3.262
C 2.852 -2.794 2.248
C 1.992 -1.713 1.964
C 2.244 -0.868 0.874
N 1.361 0.029 0.394
N 1.779 0.953 -0.439
C 0.842 1.835 -0.806
O -0.325 1.862 -0.239
C 1.131 2.721 -1.903
C 2.298 2.558 -2.669
C 2.488 3.295 -3.813
C 1.532 4.220 -4.224
C 0.380 4.398 -3.467
C 0.177 3.664 -2.323
C 0.840 -1.482 2.828
O 0.102 -0.451 2.663
H -2.437 -1.940 5.002
H -2.000 -1.928 3.276
H -1.485 -0.593 4.315
H 1.177 -4.251 4.798
H 3.244 -4.518 3.453
H 3.717 -2.929 1.613
H 3.216 -0.908 0.381
H 3.011 1.816 -2.345
H 3.378 3.145 -4.413
H 1.669 4.781 -5.140
H -0.370 5.108 -3.794
H -0.728 3.776 -1.743
N -3.112 0.589 -2.068
C -1.876 0.291 -2.591
N -1.557 0.549 -3.857
N -0.324 0.067 -3.987
N 0.082 -0.453 -2.883
N -0.868 -0.339 -1.961
C -3.453 0.608 -0.755
N -4.655 0.943 -0.288
N -4.570 0.787 1.027
N -3.402 0.375 1.366
N -2.652 0.248 0.272
H -3.791 0.957 -2.715
I -2.409 -3.172 -0.420
C -0.698 -2.199 0.478
H 0.150 -2.543 -0.127
H -0.638 -2.682 1.456
```

HOMO-LUMO gap (spin up / spin down): 6.1971 / 6.1191 eV
2S+1: 2
Largest force on an atom: 3.7 eV Å⁻¹
Charge: -2
Highest occupied orbital energy (spin up / spin down): -1.7 / -1.6 eV

---

Here is a cluster of 2 separate species, C5H16NP2 in total in a non-equilibrium geometry from the Open Molecules 2025 dataset. Energies are from ωB97M-V/def2-TZVPD.

Structure (XYZ):
```
24
Properties=species:S:1:pos:R:3
C 3.159 -1.164 -0.560
C 1.682 -0.921 -0.042
C 1.345 0.508 0.433
C 0.036 0.557 1.037
C -1.226 0.588 0.176
N -2.379 1.078 0.910
P -1.799 -1.911 -0.281
P -1.065 0.997 -1.633
H 3.109 -2.232 -0.865
H 3.537 -0.640 -1.494
H 3.865 -0.808 0.172
H 0.761 -1.093 -0.682
H 1.661 -1.702 0.677
H 1.355 1.153 -0.358
H 2.122 0.728 1.153
H -0.063 1.554 1.550
H -0.028 -0.152 1.981
H -2.499 0.545 1.727
H -2.383 2.068 1.119
H -3.102 1.015 0.241
H -3.198 -1.702 -0.486
H -1.547 -1.785 -1.684
H -2.478 0.982 -1.786
H -0.865 2.336 -1.302
```

Energy relative to the best compared isomer or geometry (same formula, charge and spin): 69.1 kcal per mole
HOMO-LUMO gap: 8.2833 eV
Largest force on an atom: 5.0 eV Å⁻¹
Charge: +1
Highest occupied orbital energy: -12.8 eV

---

Here is a cluster of 10 separate species, C14H25Cl14N3O4 in total in a non-equilibrium geometry from the Open Molecules 2025 dataset. Energies are from ωB97M-V/def2-TZVPD.

Structure (XYZ):
```
60
Properties=species:S:1:pos:R:3
C 12.312 6.319 -22.859
N 13.649 6.921 -22.820
O 14.522 6.304 -23.383
O 13.799 7.977 -22.198
H 12.342 5.588 -23.667
H 11.516 7.000 -23.160
H 12.110 5.802 -21.921
C 10.063 2.970 -18.391
N 9.895 1.964 -19.555
O 8.812 1.406 -19.628
O 10.853 1.652 -20.235
H 9.128 3.257 -17.910
H 10.569 3.880 -18.714
H 10.685 2.390 -17.708
C 11.542 2.295 -27.188
C 11.293 1.430 -26.129
C 12.265 1.425 -25.061
N 13.414 2.156 -25.097
C 13.585 3.012 -26.147
C 12.655 3.126 -27.180
H 10.884 2.332 -28.043
H 10.442 0.765 -26.099
H 12.089 0.823 -24.182
H 14.459 3.644 -26.103
H 12.802 3.804 -28.008
Cl 16.467 6.287 -32.739
C 15.765 5.387 -31.416
Cl 15.101 3.929 -32.088
H 16.564 5.157 -30.712
H 14.940 5.998 -31.050
Cl 14.749 3.416 -18.731
C 15.488 2.494 -20.044
Cl 17.208 2.641 -19.865
H 15.244 1.443 -19.887
H 15.144 2.899 -20.995
Cl 9.276 6.277 -29.811
C 9.866 7.715 -30.737
Cl 11.299 8.349 -30.004
H 10.108 7.394 -31.751
H 9.079 8.467 -30.786
Cl 14.988 -2.060 -30.389
C 13.455 -1.214 -30.337
Cl 12.995 -0.755 -32.033
H 12.664 -1.811 -29.883
H 13.611 -0.309 -29.749
Cl 18.233 2.222 -27.763
C 19.278 0.894 -28.361
Cl 20.951 1.471 -28.392
H 19.143 0.185 -27.544
H 18.974 0.476 -29.321
Cl 16.016 -1.696 -22.852
C 16.913 -0.894 -24.235
Cl 18.573 -1.414 -24.249
H 16.440 -1.157 -25.181
H 16.971 0.168 -23.996
Cl 6.198 -1.307 -24.240
C 7.085 -2.093 -22.960
Cl 8.854 -2.181 -23.186
H 7.067 -1.553 -22.013
H 6.623 -3.065 -22.785
```

HOMO-LUMO gap: 9.8773 eV
Largest force on an atom: 2.2 eV Å⁻¹
SMILES string: C[N+](=O)[O-].C[N+](=O)[O-].c1ccncc1.ClCCl.ClCCl.ClCCl.ClCCl.ClCCl.ClCCl.ClCCl
Highest occupied orbital energy: -9.8 eV

---

Here is a cluster of 2 separate species, C7H17NO in total in a non-equilibrium geometry from the Open Molecules 2025 dataset. Energies are from ωB97M-V/def2-TZVPD.

Structure (XYZ):
```
26
Properties=species:S:1:pos:R:3
C -2.553 -1.916 0.380
C -1.586 -0.776 -0.259
N -0.173 -1.119 -0.020
C 0.219 -1.050 1.400
C 0.831 -0.676 -0.914
C 0.840 -1.473 -2.217
O 1.536 0.256 -0.578
H -2.363 -2.921 -0.089
H -3.544 -1.818 -0.018
H -2.515 -1.803 1.466
H -1.605 -0.862 -1.375
H -1.990 0.134 0.108
H 0.139 0.028 1.790
H -0.405 -1.576 2.074
H 1.312 -1.172 1.562
H 1.726 -1.240 -2.807
H 0.926 -2.556 -2.093
H 0.082 -1.189 -2.974
C 0.883 2.536 0.543
C 0.220 3.633 1.351
H 0.888 2.701 -0.546
H 2.010 2.533 0.737
H 0.588 1.521 0.594
H -0.807 3.352 1.644
H 0.293 4.592 0.793
H 0.815 3.890 2.221
```

Energy relative to the best compared isomer or geometry (same formula, charge and spin): 61.2 kcal per mole
HOMO-LUMO gap: 9.6957 eV
Largest force on an atom: 4.4 eV Å⁻¹
SMILES string: CCN(C)C(C)=O.CC
Highest occupied orbital energy: -8.8 eV

---

Here is an isolated molecule of H2N2O4S in a non-equilibrium geometry from the Open Molecules 2025 dataset. Energies are from ωB97M-V/def2-TZVPD.

Structure (XYZ):
```
9
Properties=species:S:1:pos:R:3
N 1.418 0.576 -0.667
S -0.332 0.633 0.313
O -0.004 1.232 1.549
O -1.263 1.257 -0.585
N -0.957 -1.099 0.383
O -1.877 -1.207 -0.429
O -0.521 -1.898 1.165
H 1.353 0.219 -1.676
H 2.183 0.287 -0.054
```

Energy relative to the best compared isomer or geometry (same formula, charge and spin): 65.5 kcal per mole
HOMO-LUMO gap: 9.8384 eV
Largest force on an atom: 6.0 eV Å⁻¹
SMILES string: NS(=O)(=O)[N+](=O)[O-]
Highest occupied orbital energy: -11.2 eV

---

Here is a structure of composition C3H7N3O in a non-equilibrium geometry from the Open Molecules 2025 dataset. Energies are from ωB97M-V/def2-TZVPD.

Structure (XYZ):
```
14
Properties=species:S:1:pos:R:3
C -0.804 -1.865 -0.097
N 0.460 1.322 1.264
C 0.262 1.061 -0.110
N 0.926 1.706 -1.144
C -0.720 -0.508 0.558
N 0.672 -0.050 0.747
O -1.023 0.578 -0.344
H 1.375 1.723 1.447
H 0.709 1.291 -2.040
H 1.925 1.754 -0.993
H -1.316 -0.441 1.472
H -1.832 -2.060 -0.388
H -0.170 -1.889 -0.980
H -0.466 -2.621 0.606
```

Energy relative to the best compared isomer or geometry (same formula, charge and spin): 73.6 kcal per mole
HOMO-LUMO gap: 10.3189 eV
Largest force on an atom: 1.1 eV Å⁻¹
Highest occupied orbital energy: -9.3 eV

---

Here is an isolated molecule of C3H6N2O2S in a non-equilibrium geometry from the Open Molecules 2025 dataset. Energies are from ωB97M-V/def2-TZVPD.

Structure (XYZ):
```
14
Properties=species:S:1:pos:R:3
N -0.686 1.646 -1.823
N 0.514 1.345 -1.063
C 0.405 0.890 0.130
C 1.618 0.058 0.881
O 1.316 -1.073 1.554
S -1.131 0.347 1.041
C -1.653 -1.312 0.604
O -0.895 -2.252 0.168
H -0.307 1.871 -2.832
H -1.445 0.849 -1.607
H 2.225 0.736 1.547
H 2.283 0.075 -0.144
H 0.571 -1.784 0.966
H -2.814 -1.396 0.579
```

Energy relative to the best compared isomer or geometry (same formula, charge and spin): 129.4 kcal per mole
HOMO-LUMO gap: 8.9570 eV
Largest force on an atom: 5.6 eV Å⁻¹
SMILES string: N/N=C(/CO)SC=O
Highest occupied orbital energy: -9.4 eV

---

Here is a structure of composition C15H35AgClN2O4 in a non-equilibrium geometry from the Open Molecules 2025 dataset. Energies are from ωB97M-V/def2-TZVPD.

Structure (XYZ):
```
58
Properties=species:S:1:pos:R:3
Ag -20.059 -7.640 22.862
Cl -20.466 -5.824 20.973
C -16.865 -10.691 19.965
C -17.962 -9.669 19.733
C -18.511 -9.857 18.312
C -19.493 -11.035 18.169
C -20.622 -10.855 19.165
C -20.133 -10.712 20.621
N -19.036 -9.722 20.740
O -18.577 -9.536 21.917
C -19.798 -12.061 21.243
C -21.343 -10.158 21.373
C -17.399 -8.256 19.743
H -16.029 -10.500 19.295
H -17.206 -11.719 19.821
H -16.508 -10.652 20.998
H -17.754 -9.965 17.538
H -19.139 -8.992 18.074
H -19.027 -12.019 18.254
H -19.880 -10.951 17.149
H -21.179 -11.800 19.159
H -21.336 -10.076 18.904
H -18.935 -12.548 20.783
H -20.663 -12.717 21.213
H -19.482 -11.910 22.279
H -21.579 -9.135 21.067
H -21.150 -10.089 22.451
H -22.227 -10.796 21.306
H -18.226 -7.534 19.798
H -16.872 -7.953 18.839
H -16.790 -8.042 20.624
C -16.378 -6.245 25.249
C -17.764 -6.656 24.709
C -18.776 -5.586 25.091
O -20.016 -5.850 24.483
C -20.959 -4.831 24.680
N -17.821 -6.919 23.253
H -16.463 -6.114 26.326
H -16.052 -5.297 24.807
H -15.645 -6.979 24.916
H -17.935 -7.635 25.171
H -18.437 -4.620 24.687
H -18.837 -5.565 26.186
H -20.818 -4.046 23.933
H -20.837 -4.358 25.670
H -21.964 -5.236 24.688
H -17.045 -7.526 22.993
H -17.591 -6.040 22.783
C -22.882 -8.219 24.451
C -21.762 -8.589 25.417
O -20.547 -8.944 24.742
O -22.327 -7.388 23.423
H -23.668 -7.722 25.033
H -23.328 -9.084 23.944
H -22.125 -9.324 26.134
H -21.510 -7.665 25.948
H -20.351 -9.848 25.007
H -23.038 -7.168 22.812
```

Energy relative to the best compared isomer or geometry (same formula, charge and spin): 0.0 kcal per mole
HOMO-LUMO gap (spin up / spin down): 7.3890 / 7.3719 eV
2S+1: 2
Largest force on an atom: 2.1 eV Å⁻¹
Highest occupied orbital energy (spin up / spin down): -7.1 / -7.1 eV